No. 1
{
  "formula": "C3H8NO3",
  "method": "ωB97M-V/def2-TZVPD",
  "species": ["C", "N", "C", "C", "O", "O", "H", "H", "H", "H", "H", "H", "H", "H", "O"],
  "positions_angstrom": [[0.913, -0.231, 0.919], [-0.073, 0.591, 0.584], [-1.495, 0.210, 0.640], [-2.104, -0.225, -0.703], [-3.441, -0.132, -0.694], [2.116, 0.049, 0.934], [0.539, -1.195, 1.302], [0.177, 1.439, 0.100], [-1.555, -0.651, 1.307], [-2.064, 1.012, 1.102], [-1.617, 0.369, -1.525], [-1.738, -1.277, -0.876], [3.124, -0.360, -0.425], [3.562, 0.672, -1.420], [3.657, -0.273, -1.244]],
  "forces_ev_per_a": [[-0.036, 0.251, 0.670], [-0.270, -0.282, -0.120], [0.549, -0.389, 0.049], [-0.916, 0.075, -0.382], [0.093, -0.044, 0.105], [-0.138, -0.129, -0.193], [0.090, 0.002, -0.108], [0.047, 0.050, 0.069], [-0.037, 0.060, 0.217], [-0.132, 0.206, -0.215], [0.240, 0.140, 0.108], [0.274, 0.061, 0.006], [0.203, -0.022, -0.167], [0.089, -0.218, -0.083], [-0.056, 0.240, 0.043]],
  "mulliken_charge": [0.15, -0.07, -0.48, -0.30, -0.88, -0.76, 0.27, 0.25, 0.20, 0.32, 0.18, 0.12, 0.41, 0.29, -0.69],
  "e_homo_ev": -2.78,
  "spin_multiplicity": 1,
  "homo_lumo_gap_ev": 6.4,
  "lumo_ev": 3.653,
  "charge": -1,
  "energy_ha": -399.5962,
  "de_lowest_kj_mol": 214.4
}



No. 2
{
  "formula": "C21H34BN6PbS3",
  "method": "ωB97M-V/def2-TZVPD",
  "species": ["Pb", "C", "C", "C", "C", "C", "N", "N", "B", "N", "N", "C", "C", "C", "C", "C", "N", "N", "C", "C", "C", "C", "C", "H", "H", "H", "H", "H", "H", "H", "H", "H", "H", "H", "H", "H", "H", "H", "H", "H", "H", "H", "H", "H", "H", "C", "C", "S", "C", "C", "S", "C", "C", "S", "H", "H", "H", "H", "H", "H", "H", "H", "H", "H", "H", "H"],
  "positions_angstrom": [[0.212, -0.177, 0.449], [2.498, -2.227, -1.787], [2.227, -0.784, -2.287], [2.792, -0.093, -3.345], [2.190, 1.147, -3.371], [2.310, 2.257, -4.412], [1.318, 1.214, -2.355], [1.356, 0.008, -1.685], [0.282, 2.272, -2.001], [-1.119, 1.509, -2.053], [-1.400, 0.428, -1.245], [-2.663, 0.103, -1.528], [-3.240, -1.121, -0.912], [-3.205, 0.878, -2.563], [-2.154, 1.748, -2.896], [-2.057, 2.822, -3.973], [0.423, 2.895, -0.609], [0.324, 2.184, 0.534], [0.392, 3.038, 1.535], [0.426, 2.675, 3.003], [0.503, 4.313, 1.017], [0.512, 4.197, -0.350], [0.625, 5.349, -1.392], [3.370, -2.253, -1.180], [2.682, -2.841, -2.638], [1.626, -2.637, -1.310], [3.590, -0.359, -4.036], [3.331, 2.346, -4.694], [2.100, 3.223, -3.939], [1.557, 2.036, -5.166], [0.297, 3.131, -2.837], [-3.594, -1.001, 0.112], [-2.623, -2.005, -0.925], [-4.132, -1.393, -1.408], [-4.155, 0.825, -3.118], [-2.767, 2.539, -4.783], [-0.991, 2.824, -4.418], [-2.317, 3.822, -3.582], [-0.548, 2.898, 3.374], [1.308, 3.246, 3.549], [0.647, 1.637, 3.181], [0.572, 5.280, 1.556], [1.634, 5.483, -1.735], [0.181, 6.188, -0.861], [0.049, 5.029, -2.312], [0.074, -2.481, 5.416], [1.464, -2.894, 4.820], [1.436, -2.582, 3.015], [1.500, -4.164, 2.176], [0.140, -4.886, 1.617], [-1.068, -3.743, 0.980], [-2.378, -3.475, 2.251], [-2.088, -2.668, 3.471], [-1.258, -3.550, 4.792], [-0.035, -1.416, 5.371], [0.138, -2.679, 6.524], [1.497, -3.973, 4.925], [2.331, -2.390, 5.202], [1.944, -4.826, 2.912], [2.132, -4.068, 1.305], [-0.206, -5.548, 2.399], [0.378, -5.589, 0.791], [-2.649, -4.497, 2.552], [-3.322, -3.146, 1.751], [-2.982, -2.231, 3.892], [-1.414, -1.848, 3.230]],
  "forces_ev_per_a": [[-0.244, 0.108, -0.997], [-0.655, 1.992, -1.031], [0.492, -1.319, 0.631], [0.893, 0.195, -0.991], [-0.212, 0.891, -0.456], [-0.721, -0.333, 2.037], [0.647, -1.006, 0.566], [-0.653, 0.678, 0.898], [-1.234, -0.588, -0.423], [0.308, 0.181, -0.443], [-0.560, 1.498, -0.395], [-0.186, -1.264, -0.126], [-0.487, 0.110, 0.820], [0.803, 0.520, -0.459], [0.303, 0.406, 0.486], [0.732, -0.810, -0.571], [-0.053, -0.372, -1.380], [0.258, -1.023, -0.383], [0.670, 0.370, 1.341], [2.083, 1.038, -0.193], [0.050, 2.158, 0.940], [0.482, 1.123, -0.773], [-1.566, -2.466, 0.235], [0.600, -0.056, 0.749], [0.208, -0.482, -0.721], [-0.346, -0.086, 0.525], [-0.388, -0.327, 0.281], [0.655, -0.308, -1.003], [-0.270, -0.220, -0.173], [0.470, 0.281, -0.476], [0.008, -0.264, 0.377], [0.291, 0.354, 0.300], [0.632, -0.101, -0.152], [-0.972, -0.272, -0.850], [0.648, -0.204, 0.724], [0.486, 0.399, 0.539], [-1.846, 0.149, 0.680], [0.206, -0.463, -0.234], [-0.460, 0.309, 0.902], [-2.147, -0.863, -1.081], [-0.053, -0.594, -0.102], [-0.050, -1.037, -0.307], [0.543, 0.343, 0.226], [0.247, 0.364, -0.578], [0.358, 0.807, 1.157], [1.550, -0.945, 1.255], [-1.962, -0.496, -1.046], [-0.052, 0.695, -0.339], [-1.509, -1.304, -0.379], [1.638, 0.341, 0.923], [-0.859, 0.746, -0.238], [-0.732, -1.715, -0.441], [0.841, 1.451, 0.152], [0.386, -0.402, 0.664], [-0.655, 0.605, -0.477], [-0.255, -0.009, -1.002], [0.547, -0.117, 0.191], [0.204, 0.167, 0.501], [0.292, -0.340, -0.273], [0.471, 0.175, 0.025], [-0.617, 0.196, 0.287], [0.180, 0.698, 0.275], [0.042, 0.090, 0.046], [1.055, 0.126, -0.009], [-0.449, 0.025, -0.076], [-0.085, 0.199, -0.151]],
  "mulliken_charge": [1.00, -1.41, 0.45, -1.10, 0.79, -1.24, 0.79, -0.46, -0.47, 0.82, -0.24, 0.54, -1.37, -1.31, 0.81, -1.04, 0.85, -0.62, 0.41, -1.36, -1.05, 0.86, -1.18, 0.30, 0.40, 0.34, 0.44, 0.43, 0.23, 0.23, -0.31, 0.27, 0.29, 0.40, 0.41, 0.38, 0.16, 0.19, 0.31, 0.31, 0.26, 0.41, 0.26, 0.38, 0.22, -0.72, -0.86, 0.07, -0.73, -0.89, 0.05, -0.65, -0.29, -0.15, 0.36, 0.41, 0.33, 0.50, 0.40, 0.37, 0.38, 0.44, 0.42, 0.32, 0.59, -0.11],
  "e_homo_ev": -11.04,
  "spin_multiplicity": 1,
  "homo_lumo_gap_ev": 8.1,
  "lumo_ev": -2.933,
  "charge": 1,
  "energy_ha": -2561.2736,
  "de_lowest_kj_mol": 98.0
}



No. 3
{
  "formula": "C4H7FN2",
  "method": "ωB97M-V/def2-TZVPD",
  "species": ["C", "N", "C", "N", "C", "C", "F", "H", "H", "H", "H", "H", "H", "H"],
  "positions_angstrom": [[-1.393, -0.965, 0.143], [-0.158, -0.319, 0.401], [-0.224, 1.208, 0.578], [0.988, 1.668, 0.121], [1.649, 0.803, -0.521], [0.903, -0.636, -0.390], [1.767, -1.539, 0.206], [-1.712, -0.821, -0.944], [-1.260, -1.983, 0.519], [-2.303, -0.683, 0.726], [-0.547, 1.439, 1.555], [-0.968, 1.838, -0.071], [2.609, 0.931, -0.889], [0.648, -0.942, -1.434]],
  "forces_ev_per_a": [[-1.740, -0.778, -0.543], [-1.682, 3.019, 1.337], [-1.945, -1.227, -2.148], [2.610, 1.446, -0.514], [-3.180, -2.139, 2.421], [1.945, 2.263, -2.131], [0.099, -0.355, -0.272], [0.360, -0.798, 1.089], [-0.225, -0.434, -1.021], [1.081, 0.712, -0.041], [0.366, 0.338, 1.415], [0.517, -1.744, 0.582], [1.618, 0.373, -0.927], [0.177, -0.676, 0.754]],
  "mulliken_charge": [-0.98, 0.01, -0.44, -0.45, -0.30, 0.19, -0.32, 0.36, 0.34, 0.29, 0.33, 0.27, 0.43, 0.26],
  "e_homo_ev": -9.41,
  "spin_multiplicity": 1,
  "homo_lumo_gap_ev": 10.3,
  "lumo_ev": 0.929,
  "charge": 0,
  "energy_ha": -365.9282,
  "de_lowest_kj_mol": 131.9,
  "smiles": "CN1CN=C[C@H]1F"
}